This record from the OMol25 dataset describes C5H11NO as an isolated structure. The level of theory is ωB97M-V with the def2-TZVPD basis set.

The geometry in XYZ format:
```
18
Properties=species:S:1:pos:R:3:lowdin_charge:R:1
C 1.42936 -0.92573 -0.90148 -0.085
C -0.04888 -0.95235 -0.65435 -0.232
C -0.65748 -1.86150 0.22937 -0.122
N -0.31816 0.92327 0.14287 -0.056
C 0.60282 2.03708 0.19914 -0.118
C -1.39661 1.01065 0.85499 -0.307
O -2.21845 0.04139 1.03742 -0.027
H 1.99466 -1.22829 -0.01531 0.085
H 1.62015 -1.67222 -1.68478 0.090
H 1.79449 0.03848 -1.26529 0.065
H -0.64779 -0.65121 -1.51154 0.124
H -1.56992 -0.92124 0.78346 0.067
H -1.47864 -2.45602 -0.17159 0.079
H -0.01323 -2.37776 0.94274 0.070
H 1.52706 1.75684 0.72025 0.081
H 0.87325 2.38775 -0.80311 0.077
H 0.16183 2.88581 0.74762 0.075
H -1.65446 1.96505 1.34959 0.131
```

Calculated values
**LUMO**: 0.0359 Ha
**Max |F|**: 0.008 Eh/bohr
**ΔE to the lowest compared entry with this formula, charge and spin**: 317.7 kJ/mol
**Net charge**: 0
**E**: -327.010339 hartree

This record from the OMol25 dataset describes a 2-piece molecular cluster, C25H42ClIO3 overall. The level of theory is ωB97M-V with the def2-TZVPD basis set.

The geometry in XYZ format:
```
72
Properties=species:S:1:pos:R:3:lowdin_charge:R:1
C 1.01660 -2.63346 3.00731 -0.127
C 0.48892 -3.21944 1.60406 -0.264
C -1.12331 -3.44679 1.58885 -0.219
C -1.48054 -3.98879 0.12645 -0.220
C -3.02363 -3.87879 -0.28440 -0.213
C -3.78985 -2.60586 0.30555 -0.227
C -3.10789 -1.19582 -0.02568 -0.212
C -3.76491 -0.39140 -1.24847 -0.184
C -4.25729 1.10036 -0.85786 -0.190
C -3.58431 2.20034 -1.81276 -0.212
C -3.23952 3.58607 -1.05110 -0.201
C -1.86257 3.46117 -0.19574 -0.192
C -2.12347 3.29828 1.38424 -0.189
C -1.78949 1.79433 1.90936 -0.203
C -0.61513 1.81460 2.99169 -0.152
C 0.83517 2.09429 2.40200 -0.087
C 1.63520 3.04780 3.10504 0.061
C 3.10725 3.37773 2.64327 -0.313
O 3.80576 4.12679 3.37186 0.032
C 3.64174 2.72390 1.28830 -0.411
Cl 5.29400 3.32487 0.74742 0.621
C 2.90408 1.74900 0.55095 -0.164
C 3.47285 1.05881 -0.79180 -0.664
I 3.52692 2.49035 -2.47163 0.746
C 4.86815 0.30413 -0.56233 -0.324
C 5.03799 -1.04297 -1.40754 -0.120
C 1.45557 1.36003 1.12664 -0.195
O 0.75380 0.47721 0.55762 0.031
H 2.13170 -2.89542 3.11351 0.073
H 0.98776 -1.48069 3.00027 0.059
H 0.38369 -3.05723 3.85420 0.071
H 0.66595 -2.38014 0.82967 0.093
H 1.06745 -4.12153 1.22283 0.106
H -1.35149 -4.18069 2.43658 0.115
H -1.56966 -2.43425 1.85196 0.097
H -1.22741 -5.11519 0.13111 0.115
H -0.75453 -3.52011 -0.62176 0.108
H -3.64207 -4.81554 -0.06188 0.107
H -3.04666 -3.76961 -1.43509 0.112
H -3.95172 -2.77833 1.43384 0.109
H -4.85270 -2.57077 -0.14105 0.106
H -1.97931 -1.34539 -0.19474 0.107
H -3.20040 -0.55454 0.92946 0.090
H -4.61735 -1.02244 -1.69632 0.108
H -2.93075 -0.25802 -2.03263 0.103
H -4.14401 1.34416 0.24914 0.094
H -5.38648 1.11719 -1.07826 0.109
H -2.62527 1.84848 -2.31545 0.101
H -4.33630 2.40345 -2.65776 0.109
H -4.10736 3.97425 -0.42113 0.106
H -3.01827 4.36794 -1.86568 0.103
H -1.21575 2.58596 -0.53431 0.101
H -1.28584 4.44580 -0.36110 0.107
H -1.57710 4.08405 2.01337 0.106
H -3.24782 3.49318 1.55537 0.101
H -2.74176 1.46539 2.47379 0.111
H -1.65376 1.04713 1.06492 0.081
H -0.84822 2.63690 3.76509 0.120
H -0.55208 0.82653 3.57988 0.124
H 1.22663 3.56077 4.03569 0.131
H 2.67542 0.28038 -1.07337 0.085
H 4.97948 0.12175 0.56112 0.115
H 5.69796 1.05454 -0.83498 0.070
H 4.76835 -0.91141 -2.50733 0.059
H 6.16384 -1.29703 -1.38163 0.083
H 4.52614 -1.95584 -0.92705 0.086
C 4.19483 -1.64821 -5.86471 -0.157
O 4.67793 -2.25894 -4.67642 -0.138
H 3.33814 -1.02230 -5.61464 0.079
H 4.97874 -1.02752 -6.30614 0.076
H 3.88437 -2.41790 -6.57582 0.075
H 5.43355 -2.80555 -4.92393 0.078
```

Calculated values
**LUMO**: -0.0641 Ha
**Max |F|**: 0.085 Eh/bohr
**Net charge**: 0
**E**: -1961.144039 hartree

This record from the OMol25 dataset describes C30H37BrFeN7OSSi2 as an isolated structure. The level of theory is ωB97M-V with the def2-TZVPD basis set.

The geometry in XYZ format:
```
80
Properties=species:S:1:pos:R:3:lowdin_charge:R:1
Fe -0.75802 -1.08994 0.50491 0.258
C -4.85891 -1.47817 1.65320 -0.038
C -3.54637 -1.14927 1.02511 -0.292
N -2.39404 -1.49621 1.48976 -0.063
N -2.37830 -2.22740 2.64613 0.009
C -1.19015 -2.18424 3.23013 -0.860
N -1.12131 -2.91658 4.39081 0.049
S 0.18234 -1.30103 2.72995 0.709
C -3.46722 -0.37483 -0.23331 -0.226
C -4.57862 0.21902 -0.83269 -0.016
C -4.39666 0.96978 -1.97987 -0.067
C -3.11789 1.12590 -2.49833 -0.052
C -2.06847 0.49994 -1.84773 -0.110
N -2.23848 -0.23956 -0.75782 0.074
H -4.74297 -2.34262 2.30231 0.065
H -5.22640 -0.64951 2.26557 0.085
H -5.60827 -1.69704 0.89306 0.071
H -1.83357 -3.62103 4.49519 0.081
H -0.19463 -3.15888 4.69489 0.065
H -5.56030 0.09590 -0.40047 0.103
H -5.24782 1.43522 -2.46135 0.103
H -2.92966 1.71180 -3.38637 0.101
H -1.04934 0.58443 -2.20465 0.118
Br 6.03578 10.39995 0.81226 0.694
C 5.01241 8.80528 0.72248 -0.709
C 3.71623 8.79995 1.20918 -0.138
C 2.98452 7.62363 1.13444 -0.037
C 3.53403 6.47403 0.58222 -0.250
C 4.83583 6.49763 0.09899 -0.033
C 5.57757 7.66504 0.16937 -0.136
N 2.66719 5.32209 0.56626 0.031
N 3.21441 4.32702 0.01588 0.048
C 2.50794 3.13019 -0.01276 -0.236
C 3.19950 2.11136 -0.67586 -0.031
C 2.72758 0.83096 -0.87038 -0.007
C 1.45524 0.48485 -0.37158 -0.333
O 0.89056 -0.63541 -0.53517 -0.114
C 0.73515 1.52223 0.38731 -0.126
N -0.44948 1.09450 0.87188 0.053
C -1.23353 1.95304 1.48177 -0.119
C -0.86427 3.29010 1.66185 -0.048
C 0.35031 3.73389 1.20674 -0.003
C 1.21728 2.83586 0.53528 -0.077
H 3.28550 9.69328 1.63896 0.095
H 1.96905 7.58288 1.50692 0.107
H 5.26002 5.60002 -0.32930 0.101
H 6.59256 7.69148 -0.20291 0.095
H 4.17611 2.38670 -1.05638 0.107
H 3.29510 0.07861 -1.40025 0.110
H -2.17159 1.56735 1.86610 0.113
H -1.54134 3.96460 2.17005 0.099
H 0.65723 4.75859 1.34539 0.081
C -1.31082 -5.43445 -2.06169 -0.209
Si -1.52948 -3.65193 -1.43913 0.400
C -1.19321 -2.60627 -2.98180 -0.178
C -3.39045 -3.62115 -1.07186 -0.174
C -0.50369 -3.14483 -0.00766 -0.414
Si 1.24645 -3.70080 -0.21566 0.392
C 1.37405 -5.56720 0.10753 -0.191
C 1.89967 -3.46660 -1.97405 -0.185
C 2.57630 -3.02946 0.93663 -0.211
H -2.01685 -5.63227 -2.87330 0.019
H -1.50323 -6.15890 -1.26569 0.027
H -0.30568 -5.62302 -2.44501 0.004
H -2.10643 -2.43363 -3.55874 0.025
H -0.48089 -3.11977 -3.62980 0.017
H -0.75659 -1.64310 -2.72495 -0.002
H -3.89855 -4.36427 -1.69175 0.020
H -3.85573 -2.65866 -1.28065 0.008
H -3.57592 -3.86642 -0.02342 0.027
H -0.90505 -3.69462 0.85849 0.005
H 0.84072 -6.15425 -0.64167 -0.003
H 0.94082 -5.80274 1.08354 0.024
H 2.41505 -5.90088 0.11830 0.020
H 1.46547 -4.19671 -2.66322 0.010
H 2.98312 -3.61888 -1.97558 0.022
H 1.69647 -2.47029 -2.35822 0.013
H 2.44929 -3.44816 1.93769 0.014
H 2.58021 -1.94870 1.03623 -0.006
H 3.55312 -3.34744 0.55823 0.022
```

Calculated values
**LUMO (spin up / spin down)**: 0.0707 / 0.0707 Ha
**Max |F|**: 0.020 Eh/bohr
**ΔE to the lowest compared entry with this formula, charge and spin**: 37.1 kJ/mol
**Net charge**: -1
**E**: -6438.975142 hartree

This record from the OMol25 dataset describes a 2-piece molecular cluster, C22H46BClO5P overall. The level of theory is ωB97M-V with the def2-TZVPD basis set.

The geometry in XYZ format:
```
76
Properties=species:S:1:pos:R:3:lowdin_charge:R:1
C -1.31907 -1.95888 5.35902 0.026
C -1.74608 -1.18618 4.52730 -0.187
C -2.21438 -0.43230 3.26235 -0.183
B -2.66268 -1.31609 1.96454 -0.901
C -3.09573 -0.18093 0.81692 -0.213
C -3.46396 -0.80342 -0.60040 -0.217
C -4.69630 -0.04674 -1.30756 -0.193
C -4.25323 0.55687 -2.70811 -0.220
C -4.03554 2.14245 -2.59234 -0.218
C -2.59456 2.44432 -1.99449 -0.206
C -2.57992 3.97459 -1.49689 -0.210
C -2.79954 3.95641 0.09117 -0.252
C -1.42695 4.24731 0.87354 -0.114
C -1.50311 -2.22069 1.24532 -0.199
O -0.41286 -2.68708 2.09327 -0.185
C 0.70199 -1.81006 1.87041 -0.197
C 1.64401 -2.39240 0.71140 -0.175
O 2.51062 -1.39697 0.13826 -0.176
C 2.35954 -1.29672 -1.29294 -0.171
C 1.44817 -0.03079 -1.61752 -0.178
O 2.25742 1.14489 -1.44614 -0.184
C 1.85889 1.93491 -0.30939 -0.248
C 3.19011 2.43420 0.42453 -0.079
P -4.23673 -2.42875 2.16078 0.621
O -5.58623 -1.42778 1.71401 -0.420
Cl -4.65192 -2.96048 4.15864 0.102
H -0.86756 -2.73361 6.02073 0.029
H -3.09484 0.22140 3.57436 0.101
H -1.38663 0.27882 2.93847 0.094
H -3.87899 0.51105 1.24532 0.086
H -2.15129 0.44573 0.66502 0.086
H -3.66906 -1.90892 -0.59962 0.093
H -2.55904 -0.65144 -1.27339 0.090
H -5.48335 -0.83975 -1.51056 0.102
H -5.18478 0.70231 -0.62049 0.102
H -5.05553 0.38070 -3.49709 0.096
H -3.30065 0.12273 -3.12433 0.098
H -4.10082 2.61954 -3.62192 0.106
H -4.85659 2.52691 -1.91273 0.108
H -2.34662 1.79311 -1.10670 0.086
H -1.82103 2.33177 -2.81952 0.109
H -1.56939 4.43753 -1.71618 0.098
H -3.40695 4.55174 -1.99826 0.096
H -3.54265 4.77534 0.33007 0.093
H -3.24459 2.98406 0.46089 0.092
H -0.61417 3.68161 0.33042 0.047
H -1.22184 5.35595 0.81100 0.070
H -1.52899 3.89717 1.93634 0.070
H -1.01969 -1.72466 0.33539 0.098
H -2.01412 -3.16021 0.83684 0.093
H 1.35850 -1.73398 2.79748 0.130
H 0.37870 -0.74597 1.65138 0.112
H 2.31304 -3.15648 1.22844 0.125
H 1.02953 -2.96185 -0.04380 0.123
H 3.37663 -1.05929 -1.74189 0.124
H 2.00378 -2.23882 -1.80070 0.124
H 1.07503 -0.03935 -2.69323 0.127
H 0.52438 -0.05522 -0.96297 0.118
H 1.30787 2.85123 -0.68947 0.106
H 1.26323 1.36206 0.45218 0.110
H 3.39107 1.80683 1.35114 0.074
H 3.06534 3.50068 0.77390 0.066
H 4.08708 2.28585 -0.24356 0.074
H -6.00099 -1.04628 2.51086 0.021
C 8.31977 -1.80215 -1.58272 -0.071
C 6.81306 -1.99312 -1.49760 -0.503
C 6.40594 -2.63120 -0.18074 -0.059
O 6.37879 -2.81865 -2.57777 -0.060
H 8.83835 -2.76428 -1.52222 0.078
H 8.59594 -1.35296 -2.53974 0.077
H 8.68255 -1.15924 -0.77727 0.078
H 6.31430 -1.02706 -1.60564 0.137
H 6.85821 -3.62226 -0.07014 0.080
H 5.32279 -2.76879 -0.14260 0.074
H 6.70963 -2.01276 0.66704 0.082
H 6.81468 -3.67553 -2.49009 0.084
```

Calculated values
**LUMO**: 0.0873 Ha
**Max |F|**: 0.039 Eh/bohr
**Net charge**: -1
**E**: -2068.338252 hartree

Number 1 is which compound?
C5H11NO

Look up the net charge of the second one.
0

What is the net charge in the first record?
0